a | {"formula": "C5H11N2", "method": "the ωB97M-V functional and the def2-TZVPD basis", "gap_ev": [8.7, 8.7], "lumo_ev": [-4.48, -4.48], "charge": 1, "smiles": "C=[NH+]N(C)C(=C)C", "species": ["C", "C", "C", "C", "C", "N", "N", "H", "H", "H", "H", "H", "H", "H", "H", "H", "H", "H"], "positions_angstrom": [[0.89749, -0.23853, -0.07107], [1.70571, 0.67194, 0.86133], [1.50211, -1.18191, -0.84804], [-1.62886, -1.56433, -0.98700], [-0.85926, 1.46406, 0.63683], [-1.48320, -0.40003, -0.53563], [-0.54203, 0.18543, 0.12394], [1.82866, 1.73825, 0.43611], [2.63509, 0.12776, 1.01686], [2.60510, -1.16697, -0.80658], [0.92800, -1.79773, -1.45694], [-2.43865, -1.94554, -1.59115], [-1.02731, -2.47324, -0.70695], [1.13139, 0.94508, 1.83468], [-1.91763, 1.69217, 0.56105], [-0.80408, 1.51095, 1.80839], [-0.11837, 2.36129, 0.32330], [-2.41415, 0.07136, -0.59915]]}

b | {"formula": "C5H11N2", "method": "the ωB97M-V functional and the def2-TZVPD basis", "gap_ev": 8.8, "lumo_ev": -4.58, "charge": 1, "species": ["C", "C", "C", "C", "C", "N", "N", "H", "H", "H", "H", "H", "H", "H", "H", "H", "H", "H"], "positions_angstrom": [[2.39295, 0.80943, 0.86713], [-1.30059, -0.79070, -0.05928], [-2.58016, -0.40757, 0.70134], [1.83980, -0.92548, -0.49020], [-1.80640, 1.57262, -0.74423], [-1.99093, 0.46666, -0.26530], [1.50387, 0.06084, 0.47996], [2.43595, 1.65334, 1.66192], [3.31307, 0.68860, 0.39236], [-0.38106, -0.80814, 0.52632], [-1.48577, -1.36932, -1.07343], [-3.63688, -0.58228, 0.37741], [-2.47282, -0.30100, 1.79673], [1.15391, -0.75537, -1.30984], [1.52029, -1.85675, -0.05495], [2.80507, -1.02930, -0.86616], [-0.97486, 1.92154, -1.49912], [-2.57674, 2.37788, -0.59001]]}

Top of the stability list: a, leading by 30.8 kJ/mol.